{
  "formula": "C36H33N3O2S",
  "method": "the ωB97M-V functional and the def2-TZVPD basis",
  "charge": 0,
  "gap_ev": 2.2,
  "lumo_ev": -2.626,
  "max_force_ev_per_a": 3.45,
  "symbols": ["C", "C", "C", "C", "S", "C", "C", "C", "C", "C", "C", "N", "C", "C", "O", "O", "C", "C", "H", "H", "H", "H", "H", "H", "H", "H", "H", "H", "C", "N", "C", "C", "C", "C", "C", "C", "C", "N", "C", "C", "C", "C", "C", "C", "C", "C", "C", "C", "C", "C", "C", "C", "H", "H", "H", "H", "H", "H", "H", "H", "H", "H", "H", "H", "H", "H", "H", "H", "H", "H", "H", "H", "H", "H", "H"],
  "xyz": [[-6.8970, -0.6939, 0.2215], [-7.1672, -0.4232, 1.5478], [-6.2010, -0.6538, 2.5058], [-4.9765, -1.1546, 2.1368], [-3.7556, -1.4830, 3.4000], [-2.8328, 0.0508, 3.5026], [-1.8108, 0.1681, 4.3983], [-1.0517, 1.3729, 4.4995], [-0.0423, 1.4858, 5.4057], [0.2859, 0.4218, 6.2573], [1.3191, 0.5539, 7.1666], [2.1971, 0.6695, 7.9269], [-0.4453, -0.7716, 6.1727], [-1.4588, -0.9040, 5.2747], [-4.4457, -1.6223, 4.7379], [-2.7955, -2.5152, 2.8560], [-4.7016, -1.4233, 0.8165], [-5.6642, -1.1945, -0.1466], [-7.6570, -0.5307, -0.5256], [-8.1340, -0.0444, 1.8371], [-6.3985, -0.4726, 3.5495], [-3.1005, 0.8552, 2.8488], [-1.2904, 2.1948, 3.8485], [0.5184, 2.4009, 5.4882], [-0.1964, -1.5833, 6.8349], [-2.0213, -1.8204, 5.2109], [-3.7427, -1.8381, 0.5540], [-5.4594, -1.4175, -1.1815], [-2.6603, -3.9967, -3.5853], [-1.6222, -3.0527, -3.1746], [-1.7585, -2.1159, -2.1852], [-0.5960, -1.3443, -2.1010], [-0.4331, -0.1968, -1.2807], [0.7815, 0.5180, -1.0698], [2.0452, -0.1119, -1.0073], [3.2166, 0.6031, -0.9278], [3.1713, 2.0160, -0.8924], [4.3518, 2.7595, -0.7983], [5.6683, 2.1114, -0.6331], [5.7196, 0.7553, -1.3330], [4.5317, -0.1259, -0.9137], [4.3284, 4.2290, -0.6679], [3.1417, 4.8421, -1.4078], [1.8228, 4.1671, -1.0011], [1.9170, 2.6690, -0.9367], [0.7619, 1.9269, -0.9808], [0.2932, -1.8326, -3.1370], [1.5404, -1.4023, -3.6154], [2.1256, -2.0672, -4.6622], [1.4802, -3.1444, -5.2743], [0.2392, -3.5586, -4.8532], [-0.3636, -2.8999, -3.7776], [-2.3231, -4.6055, -4.4222], [-2.9120, -4.6540, -2.7541], [-3.5553, -3.4542, -3.8882], [-2.6445, -2.0024, -1.5864], [-1.3364, 0.2452, -0.8939], [2.0906, -1.1855, -1.0335], [6.4505, 2.7813, -1.0070], [5.8510, 1.9961, 0.4397], [5.6977, 0.9088, -2.4194], [6.6729, 0.2488, -1.1238], [4.7014, -0.5206, 0.0949], [4.4591, -1.0035, -1.5696], [4.2820, 4.4685, 0.3987], [5.2764, 4.6372, -1.0352], [3.0916, 5.9251, -1.2288], [3.2953, 4.7280, -2.4886], [1.4879, 4.5416, -0.0267], [1.0292, 4.4351, -1.7114], [-0.1858, 2.4322, -1.0189], [2.0190, -0.5414, -3.1881], [3.0901, -1.7471, -5.0224], [1.9596, -3.6458, -6.0986], [-0.2747, -4.3635, -5.3453]],
  "forces_ev_per_a": [[-0.2500, 0.0381, -0.1826], [-0.1442, 0.0795, -0.0207], [-0.2911, 0.1176, 0.5032], [0.2336, -0.2648, 0.4368], [2.5861, 1.2660, 1.9022], [-1.6497, -1.2164, -1.2006], [0.5143, -0.2371, 0.6065], [-0.0788, -0.3126, 0.0397], [0.0478, -0.1045, 0.0854], [-0.7582, -0.0158, -0.6826], [2.2308, 0.2953, 1.9354], [-0.9518, -0.1237, -0.8381], [-0.0467, 0.0780, -0.0895], [0.0814, 0.1373, -0.0194], [0.8920, -0.8743, -3.1463], [-2.6258, 1.0596, 1.1004], [0.3650, -0.2085, -0.3275], [0.0912, 0.0060, -0.0750], [-0.1130, 0.0481, -0.1259], [-0.1252, 0.0629, 0.0496], [0.0028, 0.0235, 0.1815], [-0.3708, 0.1100, -0.3422], [-0.1048, 0.2515, -0.1726], [0.1354, 0.2336, -0.0116], [0.0583, -0.1883, 0.1298], [0.0967, -0.0998, 0.1574], [0.2251, -0.1132, 0.0707], [0.0270, -0.0333, -0.1960], [-0.0579, 0.0484, 0.2221], [-0.1019, 0.7241, 0.7352], [0.5012, -0.6320, -1.1267], [0.3156, 0.7173, 0.6006], [0.5458, -0.2898, -0.6748], [-0.4267, -0.3860, 0.1137], [0.1554, 0.5359, -0.1077], [-0.1657, -0.4568, -0.0926], [1.5641, 1.1075, 0.2412], [-0.8326, -0.5327, -0.6779], [-0.4812, -0.1528, 0.2084], [-0.1584, -0.0447, -0.1905], [0.4217, -0.1734, 0.1846], [-0.3375, -0.3454, 0.2179], [-0.1017, -0.1080, -0.1885], [0.0109, 0.4999, 0.1205], [-0.3610, 0.0672, -0.2743], [0.4247, -0.2241, 0.1431], [0.2951, -0.2887, -0.1482], [-0.4537, -0.0545, 0.0391], [-0.0441, -0.0761, -0.1299], [0.0628, 0.0098, 0.0551], [-0.6730, -0.1091, 0.2896], [0.4359, 0.5955, 0.1843], [0.1184, 0.1509, 0.1039], [0.0315, -0.0146, -0.0223], [0.0420, 0.0032, -0.0254], [-0.2239, -0.2385, -0.0103], [-0.2659, 0.1426, 0.1890], [0.0427, -0.2827, 0.0490], [-0.2853, -0.0593, -0.0875], [0.0942, -0.1175, 0.0605], [-0.0858, 0.0682, 0.1358], [-0.3002, 0.1860, 0.0897], [0.0627, 0.0698, -0.0465], [0.0545, 0.1766, 0.1086], [-0.0639, 0.1443, 0.0617], [-0.1681, -0.2191, -0.0707], [0.0591, -0.3219, 0.1004], [0.0076, -0.1091, 0.1527], [0.1367, 0.0307, -0.0382], [0.2083, 0.0007, 0.1416], [-0.2862, 0.2155, 0.0087], [0.1218, 0.0538, -0.0136], [0.1024, 0.0429, -0.0882], [0.0169, -0.1158, -0.1139], [-0.0345, -0.2526, -0.1978]],
  "mulliken_charge": [-0.406, -0.671, -0.247, -0.461, 1.264, -0.605, 1.292, -1.055, -0.587, 0.339, 0.197, -0.644, -0.895, -0.631, -0.660, -0.646, -0.194, -0.421, 0.378, 0.379, 0.453, 0.395, 0.351, 0.435, 0.416, 0.364, 0.580, 0.354, -0.901, 0.262, -1.252, 0.992, -0.768, 0.587, -1.619, 1.050, 0.438, 0.023, -0.588, -0.820, -1.021, -0.622, -0.848, -0.985, 0.691, -1.255, 1.282, -0.037, -0.954, -0.728, -0.934, -0.231, 0.293, 0.340, 0.340, 0.548, 0.556, 0.796, 0.423, 0.268, 0.293, 0.378, 0.327, 0.362, 0.277, 0.422, 0.383, 0.301, 0.346, 0.428, 0.533, 0.427, 0.450, 0.396, 0.280]
}